C6H12O in the gas phase in a non-equilibrium geometry. Source: the Open Molecules 2025 dataset; level of theory: ωB97M-V with the def2-TZVPD basis set.

Last column: natural (NBO) charge in e.
CARTESIAN COORDINATES (ANGSTROEM)
C: -1.465 -0.892 -1.965  -0.604
C: -0.242 -0.097 -1.590  -0.414
C: 0.256 -0.421 -0.182  0.106
C: 1.324 0.528 0.315  -0.432
C: 1.109 0.553 1.824  -0.426
C: -0.427 0.482 1.905  -0.062
O: -0.818 -0.402 0.865  -0.551
H: -1.233 -1.955 -1.944  0.199
H: -2.244 -0.710 -1.232  0.221
H: -1.847 -0.631 -2.954  0.206
H: 0.547 -0.284 -2.331  0.206
H: -0.476 0.965 -1.659  0.196
H: 0.614 -1.458 -0.144  0.172
H: 2.270 0.106 -0.043  0.220
H: 1.190 1.531 -0.114  0.202
H: 1.541 1.432 2.316  0.215
H: 1.531 -0.346 2.286  0.203
H: -0.762 0.114 2.886  0.186
H: -0.866 1.484 1.763  0.156

Cartesian forces (eV/Å) of the 6 atoms listed first:
C -0.274 -0.223 -0.011
C -0.139 0.148 0.206
C -0.895 -0.198 0.669
C 0.259 -0.192 -0.258
C -0.080 -0.058 0.089
C 0.518 0.321 0.145

Its total energy is -8463.80405 eV. The value obtained for the HOMO energy is -9.510 eV. The net charge is 0. For the molar mass, the calculation gives 100.161 u. Its LUMO energy is 1.1 eV. For the relative energy (zero: lowest compared OMol25 entry of this formula, charge and spin), the calculation gives 12.7 kcal/mol. Its HOMO-LUMO gap is 10.7 eV. Its SMILES is CC[C@H]1CCCO1.